1.
21
Properties=species:S:1:pos:R:3:forces:R:3 method="wB97M-V/def2-TZVPD" relative_energy_kj_mol=271.0 lumo_energy_ev=1.01 homo_energy_ev=-9.71 multiplicity=1 smiles=CO[Si@@H](C)C(C)C
C -0.9885 1.8049 2.0030 3.13 -2.72 0.40
O -1.3129 0.7137 1.1679 -2.05 1.81 -0.34
Si -0.5316 -0.6119 0.7285 0.06 -1.22 -0.29
C -1.7224 -1.6394 -0.3604 0.96 1.51 4.24
C 0.9149 0.0657 -0.3441 3.26 1.17 0.04
C 0.6690 1.0437 -1.5827 -1.51 -0.77 1.68
C 1.8961 -0.9939 -0.8089 -2.97 -2.60 -3.27
H -0.9617 2.8036 1.6491 0.21 0.66 -1.59
H 0.0490 1.4552 2.3470 -1.23 1.56 0.46
H -1.6865 1.8593 2.7735 -1.02 -0.31 1.73
H -0.3085 -1.5405 2.0414 0.47 1.14 -1.44
H -2.4392 -0.9926 -0.6837 -1.75 1.78 -1.73
H -1.0822 -2.0708 -0.9980 1.64 -1.92 -2.95
H -2.2233 -2.2961 0.3003 -0.30 -1.16 0.52
H 1.6935 0.6630 0.3173 -1.92 -0.72 -0.55
H -0.3617 0.8349 -1.9455 0.58 0.71 -0.02
H 0.8024 2.0382 -1.1510 -0.55 0.16 -0.61
H 1.3597 0.9179 -2.4153 0.14 -0.28 0.26
H 2.2067 -1.5458 0.0110 1.30 -1.16 1.39
H 2.6526 -0.6834 -1.5028 0.81 0.64 0.32
H 1.3747 -1.8259 -1.5465 0.74 1.72 1.78


2.
12
Properties=species:S:1:pos:R:3:forces:R:3 method="wB97M-V/def2-TZVPD" lumo_energy_ev="-2.57 / -2.34" homo_energy_ev="-7.44 / -7.44" multiplicity=4
Ti 26.4075 29.5241 27.2386 0.10 -0.60 1.09
Br 26.7424 27.5406 30.8417 -0.11 0.56 -1.06
N 26.3638 23.2219 34.4890 -0.17 1.82 -0.23
C 27.3829 23.3845 35.3642 0.69 0.48 -1.18
C 27.3531 22.2838 36.1508 3.69 0.65 1.93
C 26.2977 21.4749 35.9154 -2.50 0.63 -2.47
C 25.6306 22.1801 34.8413 -0.73 -3.22 0.96
H 26.1576 23.8491 33.7247 -0.14 -0.05 0.25
H 28.1217 24.1593 35.2220 -0.08 -0.14 0.13
H 28.2502 22.0586 36.7084 -0.30 -0.12 0.68
H 26.1320 20.5213 36.3946 -0.48 0.17 -0.27
H 24.7451 21.9506 34.2673 0.02 -0.17 0.17


3.
18
Properties=species:S:1:pos:R:3:forces:R:3 method="wB97M-V/def2-TZVPD" relative_energy_kj_mol=388.8 lumo_energy_ev=1.08 homo_energy_ev=-8.40 multiplicity=1
C 1.7688 -0.9672 0.3129 0.74 0.43 0.14
C 1.6241 0.3545 -0.4764 0.31 -1.04 1.36
C 0.3529 1.0739 -0.1826 0.09 -2.23 0.70
N -0.8838 0.1002 -1.1610 1.43 -0.43 1.64
C -1.9999 0.1293 -0.2609 -0.03 -0.28 0.87
N -1.7776 -0.6820 0.9441 -0.17 0.60 -0.60
H 1.4809 -0.9390 1.3672 -0.10 0.49 -0.01
H 1.2025 -1.7767 -0.1224 0.07 -0.24 -0.34
H 2.8541 -1.1480 0.3257 -0.40 -0.63 -0.09
H 1.6925 0.0599 -1.5173 -0.03 0.42 -0.36
H 2.5032 0.9428 -0.2070 -0.10 0.38 -0.21
H -0.1279 0.8703 0.7677 0.65 0.55 0.28
H 0.4032 2.1220 -0.4541 -0.46 0.32 -0.14
H -0.4833 1.0157 -1.2699 -1.57 2.03 -2.88
H -2.8580 -0.3123 -0.7591 -0.17 0.11 -0.38
H -2.2650 1.1396 0.0764 -0.12 0.17 -0.33
H -0.8729 -1.0147 1.2168 -0.21 -0.20 -0.13
H -2.6139 -0.9683 1.4001 0.08 -0.43 0.48


4.
210
Properties=species:S:1:pos:R:3:forces:R:3 method="wB97M-V/def2-TZVPD" lumo_energy_ev="-2.56 / -6.92" homo_energy_ev="-9.37 / -9.37" total_charge=+1 multiplicity=2
C 3.1624 1.0864 -0.3114 -0.57 1.06 -0.01
C 2.1051 2.2180 -0.0022 -1.09 -1.67 -0.14
C 1.1310 2.4465 -1.1898 -0.28 -1.29 -0.35
C -0.0361 1.4460 -1.3987 1.27 0.67 2.25
C -0.7437 1.2850 -0.0419 0.09 -1.76 -0.37
C 0.2089 0.9433 1.1934 -1.48 1.12 -1.41
N 1.2470 1.9978 1.2103 -0.10 0.23 -0.03
O 2.0105 1.9346 2.4037 -0.15 0.72 -0.27
C -0.6604 1.0192 2.4766 0.84 0.98 -0.15
C 0.7759 -0.4462 1.1677 -0.58 -0.97 -0.02
C 2.8232 3.5178 0.1750 0.94 0.77 0.85
H 3.8414 1.4802 -1.0676 0.14 0.22 0.01
H 2.7643 0.1694 -0.7458 -0.18 -0.04 0.47
H 3.7557 0.9153 0.5869 -0.13 -0.30 0.00
H 0.7689 3.4614 -1.0257 0.02 0.13 -0.84
H 1.7242 2.1621 -2.0589 0.49 1.53 -0.48
H 0.4566 0.5090 -1.6584 -0.22 -0.34 -0.02
H -0.7076 1.6811 -2.2245 -0.03 0.34 0.09
H -1.3428 0.3993 -0.2532 -0.43 -0.33 0.73
H -1.4800 2.0533 0.1944 0.44 0.40 0.07
H -1.0343 2.0349 2.6051 0.22 0.16 0.21
H -1.5561 0.3999 2.5256 0.31 -0.44 -0.49
H 0.0316 0.7630 3.2789 -0.44 0.09 0.39
H -0.0338 -1.0602 1.5619 0.19 -0.40 0.09
H 1.0151 -0.8852 0.1991 0.35 0.33 -0.08
H 1.6040 -0.5119 1.8734 0.15 -0.29 -0.17
H 3.6476 3.3946 0.8774 0.12 0.06 0.04
H 2.1686 4.2780 0.6013 -0.12 -0.23 -0.35
H 3.2391 3.9396 -0.7400 -0.05 -0.31 -0.22
H 2.3946 1.0629 2.5230 0.52 -0.64 0.06
C 1.2563 2.9571 -7.3109 -0.75 -0.09 0.74
C 0.3251 4.2552 -7.2129 2.76 1.24 -0.57
C -0.2729 4.3832 -8.6048 -3.37 -1.44 -0.76
C -1.5036 3.4029 -8.8230 0.53 -0.03 2.42
C -2.4460 3.6580 -7.6065 -0.52 -0.18 -2.65
C -1.9172 3.4586 -6.2189 -0.77 0.42 0.77
N -0.6353 4.1939 -6.0746 0.72 -2.59 -0.59
O -0.0929 4.1289 -4.7935 -0.39 0.13 -2.03
C -2.9363 4.1510 -5.3108 -0.01 0.37 0.86
C -1.8114 1.9457 -5.8083 1.18 0.18 -0.22
C 1.2444 5.5313 -7.0153 0.03 -1.15 0.39
H 1.8804 2.8874 -8.2018 -0.30 0.89 -0.26
H 0.5612 2.1244 -7.4186 0.35 -0.29 0.45
H 1.9728 2.8387 -6.4981 -0.54 -0.04 0.39
H -0.7517 5.3495 -8.7636 0.68 0.37 -0.10
H 0.4068 4.0810 -9.4015 0.52 0.76 0.43
H -1.1916 2.3632 -8.7245 0.20 -0.10 -0.57
H -2.0391 3.5591 -9.7595 0.24 0.05 0.09
H -3.3390 3.0368 -7.6765 0.06 -0.28 -0.02
H -2.8499 4.6450 -7.8321 0.08 0.43 0.83
H -2.7284 4.0564 -4.2450 0.12 -0.31 0.00
H -2.9659 5.2222 -5.5102 -0.13 0.02 -0.22
H -3.9252 3.7294 -5.4906 0.10 0.03 -0.06
H -2.7854 1.4646 -5.7184 -0.13 0.48 -0.08
H -1.2285 1.3775 -6.5332 -0.17 0.08 -0.21
H -1.2686 1.7989 -4.8745 -0.22 0.32 0.15
H 0.6889 6.4525 -6.8397 -0.11 -0.11 -0.05
H 1.8571 5.6437 -7.9098 -0.22 0.00 -0.06
H 1.9455 5.3391 -6.2031 -0.10 0.22 0.16
H -0.3011 5.0074 -4.4672 0.11 0.63 0.87
C 3.0169 -4.4615 -6.6876 -1.00 0.50 0.57
C 3.2472 -3.1649 -5.8179 0.13 1.31 -2.52
C 3.9856 -2.1947 -6.7922 0.14 0.46 0.33
C 4.2025 -0.7477 -6.3222 0.46 -0.84 0.14
C 2.8983 -0.1621 -5.8572 -0.30 -0.43 -0.31
C 2.0709 -1.0281 -4.8242 0.68 1.63 -0.69
N 1.9640 -2.4081 -5.3724 1.33 -0.24 -1.95
O 1.0783 -3.2740 -4.6878 1.05 0.72 0.42
C 2.6497 -0.7922 -3.4088 -0.48 -1.26 -0.20
C 0.6772 -0.3724 -4.8030 -0.10 -0.77 -0.91
C 4.1786 -3.5879 -4.7486 0.42 0.31 2.24
H 3.8804 -5.1267 -6.6856 0.03 0.09 0.64
H 2.8720 -4.3224 -7.7589 -0.50 0.60 0.13
H 2.1448 -4.9504 -6.2534 0.08 -0.43 -0.26
H 4.9705 -2.5987 -7.0262 -0.05 -0.36 -0.06
H 3.4194 -2.1672 -7.7231 -0.08 0.04 -0.02
H 4.6640 -0.1888 -7.1363 -0.44 0.19 -0.33
H 4.9995 -0.6494 -5.5852 -0.12 -0.39 0.59
H 2.2797 -0.0668 -6.7497 -0.25 0.02 -0.11
H 3.1003 0.8515 -5.5109 -0.38 0.05 0.52
H 1.9271 -1.2957 -2.7667 0.27 -0.13 0.60
H 3.6362 -1.2362 -3.2750 -0.14 0.10 0.07
H 2.6572 0.2525 -3.0979 0.03 0.05 -0.35
H 0.7466 0.6749 -4.5092 -0.02 -0.13 0.56
H 0.2704 -0.3466 -5.8139 0.08 -0.17 -0.26
H -0.0320 -0.9866 -4.2481 0.04 0.38 0.47
H 3.6587 -4.2327 -4.0400 0.15 -0.51 0.06
H 4.5371 -2.7709 -4.1225 -0.04 0.32 -0.10
H 5.0968 -4.0708 -5.0831 -0.36 -0.24 -0.31
H 1.6974 -3.5135 -3.9943 -0.66 -0.86 0.98
C -7.4219 -0.2333 1.1390 1.39 -0.17 -0.74
C -7.3232 -0.1912 -0.4297 -1.39 0.77 -0.44
C -8.4634 0.7567 -0.9434 0.89 1.17 -0.17
C -8.0922 2.2670 -0.9824 0.56 -1.52 -0.36
C -6.7402 2.4577 -1.7395 -0.71 -0.57 1.03
C -5.5614 1.6179 -1.0888 -1.17 2.38 -1.75
N -6.0432 0.2272 -0.9988 0.84 0.82 -0.89
O -4.9547 -0.5907 -0.5816 -0.27 -0.13 0.58
C -4.3758 1.7767 -2.0784 -0.01 -1.43 -0.14
C -5.1266 2.3394 0.1498 0.45 -0.50 1.59
C -7.7386 -1.5111 -1.0724 0.43 -1.05 0.96
H -8.4143 -0.5245 1.4830 0.08 0.27 -0.03
H -7.0433 0.6976 1.5613 -0.75 0.40 -0.05
H -6.6851 -0.9077 1.5753 -0.10 -0.60 -0.28
H -8.7505 0.5444 -1.9733 0.18 -0.55 -0.05
H -9.3275 0.5338 -0.3176 -0.07 0.26 -0.02
H -8.0256 2.6103 0.0500 -0.03 0.53 -0.16
H -8.8583 2.7816 -1.5624 -0.13 0.26 0.44
H -6.6043 3.5390 -1.7543 0.82 0.02 0.24
H -6.8172 2.1840 -2.7917 -0.30 -0.36 -0.04
H -3.5686 1.1712 -1.6663 0.40 0.09 -0.22
H -4.6204 1.4068 -3.0742 -0.16 -0.38 -0.07
H -3.9895 2.7790 -2.2632 -0.38 0.24 0.64
H -5.9746 2.4416 0.8270 0.21 0.46 0.13
H -4.3422 1.8185 0.6989 -0.12 -0.64 0.09
H -4.5979 3.2738 -0.0383 -0.71 0.35 -0.31
H -8.7601 -1.7415 -0.7698 -0.01 -0.10 0.19
H -7.0826 -2.2904 -0.6845 -0.09 -0.31 -0.09
H -7.7379 -1.5772 -2.1604 0.32 0.58 0.02
H -4.4913 -0.7630 -1.4046 -0.05 -0.29 -0.10
C 0.2919 -2.1848 7.3606 1.07 0.39 -0.25
C 0.5539 -0.6560 7.4708 -0.89 0.11 -0.05
C -0.5424 -0.1074 8.4243 1.51 0.26 0.78
C -0.1317 -0.3915 9.8738 -1.65 -1.30 -0.06
C 1.2222 0.0750 10.2291 0.42 1.62 0.09
C 2.3401 -0.4753 9.3553 0.00 -0.59 0.01
N 1.9413 -0.3429 7.9381 -1.65 0.79 0.11
O 2.8803 -0.7569 6.9796 0.06 0.21 0.53
C 3.5398 0.4388 9.5833 0.74 -0.72 -0.17
C 2.6326 -1.9247 9.8528 0.71 0.34 -0.80
C 0.3217 0.0238 6.1057 -0.07 -0.29 -0.33
H -0.4601 -2.4651 6.6230 -0.03 0.17 -0.03
H 0.0583 -2.6684 8.3092 -0.04 0.17 -0.02
H 1.2670 -2.5518 7.0404 -0.14 -0.80 -0.24
H -0.6241 0.9759 8.3360 -0.02 0.12 -0.25
H -1.5076 -0.5489 8.1764 0.07 -0.05 -0.05
H -0.1406 -1.4624 10.0770 0.01 -0.45 -0.34
H -0.9331 -0.0923 10.5493 0.18 0.68 0.15
H 1.4454 -0.1183 11.2783 0.09 -0.31 -0.02
H 1.3205 1.1588 10.1667 -0.39 0.32 -0.20
H 3.4704 1.3426 8.9780 -0.18 0.04 0.27
H 3.6576 0.6455 10.6470 -0.12 0.23 0.01
H 4.4533 -0.0786 9.2902 0.11 0.07 -0.17
H 3.6632 -2.1973 9.6257 0.16 0.00 -0.04
H 2.5429 -1.9590 10.9386 -0.21 -0.25 -0.12
H 2.0289 -2.6721 9.3380 -0.30 0.03 0.41
H 0.3203 1.1137 6.1212 0.22 0.02 0.46
H -0.6649 -0.2569 5.7368 -0.19 -0.12 0.06
H 1.0245 -0.2587 5.3219 0.22 -0.16 0.18
H 2.9730 -1.7068 7.0828 0.27 -0.55 0.02
C -1.8713 -2.9405 2.7715 -0.02 -1.05 0.18
C -2.0161 -4.4952 2.9792 -0.91 2.89 0.59
C -3.1638 -4.9290 2.0334 -1.10 -2.09 0.74
C -3.2510 -6.4858 1.9009 -0.58 0.85 0.93
C -1.9772 -7.0893 1.4344 1.11 0.88 -1.12
C -0.6708 -6.5431 2.1488 -0.04 -0.34 -0.90
N -0.7996 -5.0563 2.4928 -0.86 -3.42 -2.47
O 0.4089 -4.5557 2.9131 0.55 0.59 0.98
C -0.4466 -7.4253 3.3313 -0.14 0.47 2.61
C 0.5824 -6.7259 1.2160 -1.12 0.94 0.07
C -2.3147 -4.6736 4.5190 -0.11 -0.15 -0.02
H -1.6599 -2.7786 1.7146 0.03 0.27 -0.01
H -1.0458 -2.5928 3.3926 -0.04 0.26 -0.06
H -2.7946 -2.4430 3.0686 0.06 0.04 -0.08
H -4.1469 -4.7062 2.4482 0.13 0.58 0.58
H -3.2510 -4.4727 1.0474 1.00 0.21 -0.05
H -4.1056 -6.7883 1.2957 0.15 0.21 -0.54
H -3.5547 -6.9221 2.8524 0.27 0.19 0.51
H -1.8970 -6.8333 0.3780 0.20 0.10 -0.29
H -2.0720 -8.1751 1.4395 0.56 -0.09 0.37
H -1.3563 -7.5262 3.9232 -0.51 -0.60 -0.37
H 0.0333 -8.3922 3.1798 -0.25 0.06 -0.40
H 0.1144 -6.9186 4.1165 0.84 0.20 -0.28
H 1.4955 -6.5787 1.7929 0.00 -0.29 -0.10
H 0.5632 -7.6688 0.6696 0.04 -0.20 0.44
H 0.5407 -5.9603 0.4411 0.06 0.20 -0.11
H -3.0391 -5.4607 4.7284 0.60 -0.63 0.03
H -2.7520 -3.8628 5.1017 -0.45 0.84 -0.96
H -1.3840 -4.7164 5.0846 0.25 -0.98 -0.22
H 0.7153 -4.1049 2.1229 0.25 0.11 -0.14
O 1.8995 7.7405 0.0935 -0.21 -0.02 -0.21
H 2.2920 6.9161 0.3809 0.05 -0.20 0.12
H 2.6191 8.3711 0.1201 0.17 0.22 0.04
O 2.2741 -2.2114 3.9660 0.16 0.01 -0.11
H 1.6700 -2.3256 4.6996 -0.21 0.01 0.35
H 1.8986 -2.7396 3.2615 -0.09 -0.17 -0.09
O 5.6378 -0.4648 -1.7079 0.15 0.03 0.33
H 5.8187 -1.3170 -2.1042 0.16 -0.26 -0.08
H 5.1120 -0.0031 -2.3611 -0.12 0.32 -0.14
O 0.8266 4.7162 2.3666 -0.25 0.65 -0.06
H 0.8386 3.7600 2.3249 0.34 -0.66 -0.44
H 1.7201 4.9774 2.1438 0.15 0.03 0.41
O 6.6555 3.0602 0.1788 -0.16 0.21 -0.23
H 6.5628 2.8845 1.1151 -0.06 0.08 0.24
H 6.8896 2.2139 -0.2022 0.15 -0.31 -0.19
O 5.3389 3.3452 -2.5755 -0.05 -0.27 -0.45
H 5.5429 3.5987 -1.6753 0.26 0.07 0.58
H 4.4418 3.6493 -2.7130 -0.20 0.10 -0.04
O -1.1146 4.4586 4.2330 -0.73 -0.25 0.30
H -0.6215 4.4010 5.0514 0.11 0.02 0.18
H -0.4901 4.1945 3.5574 0.19 0.43 -0.01
O 3.8950 -0.0150 3.6936 0.04 1.05 -0.20
H 4.5901 -0.3154 3.1081 0.32 -0.22 -0.33
H 3.3290 -0.7788 3.8058 -0.36 -0.56 0.28
O 5.3795 -1.0369 1.2988 -0.06 0.04 0.44
H 5.4072 -0.4357 0.5545 -0.02 0.11 -0.48
H 5.7019 -1.8673 0.9487 0.11 -0.20 0.00
O 4.8207 3.1595 3.7747 0.10 0.47 -0.16
H 4.2169 2.4239 3.6720 -0.34 -0.44 0.10
H 5.6268 2.8697 3.3475 0.20 -0.11 0.12


| no. | energy (hartree) |
| --- | --- |
| 1 | -563.59001 |
| 2 | -3633.45234 |
| 3 | -268.96825 |
| 4 | -3669.58254 |